Run w
Formula: C2H3N3O2
Source: OMol25
Level of theory: ωB97M-V with the def2-TZVPD basis set

## Properties
HOMO, eV: -9.43
Multiplicity: 1
Structure (SMILES): Nc1nc(O)no1
HOMO-LUMO gap, eV: 10.116
M, g/mol: 101.06

Geometry as XYZ:
```
10
C2H3N3O2 (ωB97M-V with the def2-TZVPD basis set)
N -0.923 -2.152 -0.548
C -0.358 -0.956 -0.248
N -0.498 -0.182 0.768
C 0.260 0.953 0.478
O 0.298 1.917 1.343
N 0.879 1.024 -0.679
O 0.517 -0.333 -1.193
H -1.690 -2.612 -0.091
H -0.584 -2.498 -1.448
H 0.135 1.631 2.166
```

Run x
Formula: C2H3N3O2
Source: OMol25
Level of theory: ωB97M-V with the def2-TZVPD basis set

## Properties
HOMO, eV: -10.01
Multiplicity: 1
Structure (SMILES): Nc1nc(=O)[nH]o1
HOMO-LUMO gap, eV: 10.157
M, g/mol: 101.06

Geometry as XYZ:
```
10
C2H3N3O2 (ωB97M-V with the def2-TZVPD basis set)
N -1.903 -0.468 -0.331
C -0.627 -0.087 -0.082
N 0.334 -0.925 0.164
C 1.570 -0.265 0.059
O 2.694 -0.684 -0.264
N 1.211 1.055 -0.227
O -0.154 1.212 -0.029
H -2.029 -1.511 0.119
H -2.765 0.113 0.136
H 1.670 1.559 0.456
```

Run y
Formula: C2H3N3O2
Source: OMol25
Level of theory: ωB97M-V with the def2-TZVPD basis set

## Properties
HOMO, eV: -10.28
Multiplicity: 1
Structure (SMILES): OC1=N[C@@H](O)N=N1
HOMO-LUMO gap, eV: 9.684
M, g/mol: 101.06

Geometry as XYZ:
```
10
C2H3N3O2 (ωB97M-V with the def2-TZVPD basis set)
O -2.208 0.589 0.074
C -1.051 0.028 0.254
N -0.440 -0.790 -0.539
C 0.883 -0.629 -0.116
O 1.184 0.718 -0.774
N 0.809 -0.209 1.307
N -0.304 0.279 1.474
H -2.536 0.377 -0.813
H 1.604 -1.413 -0.336
H 2.059 1.051 -0.531
```

Least stable structure: run y

Run w
Formula: C30H34F6N6O3STi
Source: OMol25
Level of theory: ωB97M-V with the def2-TZVPD basis set

## Properties
HOMO (alpha / beta), eV: -3.85 / -4.70
Multiplicity: 2
HOMO-LUMO gap (alpha / beta), eV: 6.379 / 7.231
Net charge: -1
M, g/mol: 720.56

Geometry as XYZ:
```
81
C30H34F6N6O3STi (ωB97M-V with the def2-TZVPD basis set)
Ti -0.008 -0.881 0.875
O 0.333 -2.853 1.159
N -0.599 -3.767 1.458
C -0.118 -4.888 2.048
C -0.951 -5.917 2.360
C -2.318 -5.764 2.046
C -2.772 -4.627 1.463
C -1.902 -3.535 1.139
S -2.340 -2.078 0.429
H 0.944 -4.870 2.232
H -0.552 -6.801 2.832
H -3.015 -6.561 2.277
H -3.818 -4.495 1.222
N 2.801 0.212 -2.406
H 3.520 -0.495 -2.479
H 3.208 1.026 -1.965
H 2.504 0.461 -3.341
O -0.710 -0.399 2.509
N -0.479 -0.381 3.740
C -1.192 0.451 4.448
C -2.235 1.275 3.915
N -3.107 1.910 3.523
C -0.909 0.455 5.859
N -0.687 0.468 6.986
C -2.883 -0.197 -4.966
C -1.866 -0.667 -3.959
C -1.167 -1.845 -4.151
C -0.227 -2.258 -3.201
C 0.541 -3.543 -3.374
C -0.006 -1.476 -2.091
C -0.726 -0.287 -1.835
C -1.644 0.097 -2.808
N -0.462 0.382 -0.615
C -0.584 1.847 -0.549
C 0.045 2.512 -1.793
C 0.009 4.039 -1.683
C 0.838 4.476 -0.473
C 0.245 3.843 0.787
C -1.192 4.339 0.969
C -2.031 3.898 -0.234
C -1.441 4.503 -1.513
C -2.015 2.365 -0.334
C 0.250 2.313 0.653
H -2.948 -0.887 -5.809
H -2.630 0.790 -5.360
H -3.877 -0.120 -4.521
H -1.343 -2.443 -5.039
H 0.477 -3.912 -4.399
H 0.148 -4.322 -2.716
H 1.595 -3.413 -3.121
H 0.796 -1.757 -1.411
H -2.237 0.991 -2.681
H -0.470 2.204 -2.703
H 1.077 2.159 -1.876
H 0.428 4.478 -2.595
H 0.838 5.568 -0.380
H 1.877 4.155 -0.602
H 0.848 4.122 1.656
H -1.202 5.431 1.061
H -1.620 3.925 1.884
H -3.062 4.242 -0.108
H -1.479 5.597 -1.462
H -2.034 4.195 -2.382
H -2.667 2.047 -1.148
H -2.412 1.918 0.581
H -0.160 1.880 1.571
H 1.272 1.945 0.542
C 2.926 -0.062 3.311
C 2.966 -0.715 1.942
O 1.821 -0.592 1.229
C 4.103 -0.089 1.089
F 3.734 1.140 0.662
F 4.412 -0.809 0.007
F 5.248 0.086 1.785
C 3.308 -2.232 2.155
F 3.182 -2.975 1.062
F 4.586 -2.382 2.596
F 2.516 -2.765 3.103
H 2.817 1.017 3.190
H 3.828 -0.271 3.884
H 2.054 -0.431 3.845
```

Run x
Formula: C30H34F6N6O3STi
Source: OMol25
Level of theory: ωB97M-V with the def2-TZVPD basis set

## Properties
HOMO (alpha / beta), eV: -4.15 / -4.70
Multiplicity: 2
HOMO-LUMO gap (alpha / beta), eV: 6.596 / 7.146
Net charge: -1
M, g/mol: 720.56

Geometry as XYZ:
```
81
C30H34F6N6O3STi (ωB97M-V with the def2-TZVPD basis set)
Ti 0.961 -0.773 0.581
O -0.628 -1.482 1.605
N -1.134 -2.714 1.623
C -1.940 -2.987 2.679
C -2.548 -4.200 2.796
C -2.307 -5.146 1.784
C -1.489 -4.844 0.742
C -0.846 -3.578 0.620
S 0.209 -3.137 -0.631
H -2.018 -2.164 3.371
H -3.175 -4.396 3.651
H -2.757 -6.128 1.844
H -1.269 -5.569 -0.030
N 2.510 -1.005 -1.022
H 2.327 -1.614 -1.810
H 3.330 -1.368 -0.547
H 2.703 -0.064 -1.342
O 2.070 -2.077 1.490
N 3.164 -2.656 1.390
C 3.157 -3.870 1.890
C 2.015 -4.427 2.545
N 1.132 -4.907 3.097
C 4.384 -4.612 1.788
N 5.363 -5.206 1.706
C -2.056 3.332 2.949
C -1.226 3.186 1.703
C -0.598 4.277 1.127
C 0.208 4.130 -0.005
C 0.928 5.319 -0.580
C 0.337 2.874 -0.571
C -0.328 1.761 -0.046
C -1.076 1.930 1.109
N -0.156 0.475 -0.651
C -0.999 0.281 -1.851
C -0.207 -0.462 -2.934
C -1.083 -0.801 -4.146
C -2.262 -1.668 -3.692
C -3.106 -0.899 -2.668
C -3.620 0.397 -3.294
C -2.425 1.254 -3.718
C -1.611 0.494 -4.766
C -1.539 1.570 -2.503
C -2.230 -0.561 -1.459
H -3.082 3.629 2.717
H -1.647 4.088 3.622
H -2.106 2.393 3.501
H -0.684 5.254 1.593
H 1.065 6.089 0.180
H 0.384 5.769 -1.414
H 1.916 5.040 -0.950
H 0.997 2.720 -1.417
H -1.566 1.060 1.541
H 0.191 -1.386 -2.510
H 0.643 0.165 -3.229
H -0.486 -1.351 -4.882
H -1.889 -2.593 -3.241
H -2.874 -1.948 -4.557
H -3.947 -1.523 -2.347
H -4.233 0.941 -2.568
H -4.255 0.182 -4.162
H -2.780 2.198 -4.144
H -0.772 1.109 -5.109
H -2.232 0.273 -5.642
H -2.109 2.155 -1.778
H -0.710 2.204 -2.829
H -1.878 -1.473 -0.977
H -2.797 0.005 -0.711
C 4.389 0.552 1.989
C 2.960 1.051 2.172
O 2.155 0.708 1.125
C 2.383 0.517 3.534
F 2.990 -0.634 3.907
F 2.556 1.384 4.557
F 1.077 0.277 3.446
C 2.972 2.596 2.234
F 3.291 3.112 1.033
F 3.902 3.074 3.105
F 1.790 3.101 2.590
H 4.386 -0.525 1.844
H 5.028 0.792 2.842
H 4.805 1.032 1.104
```

Least stable structure: run w

Run w
Formula: C4H6OS
Source: OMol25
Level of theory: ωB97M-V with the def2-TZVPD basis set

## Properties
HOMO, eV: -8.63
Multiplicity: 1
Structure (SMILES): C=C=S.C=CO
HOMO-LUMO gap, eV: 8.606
M, g/mol: 102.16

Geometry as XYZ:
```
12
C4H6OS (ωB97M-V with the def2-TZVPD basis set)
C 1.166 1.161 0.750
C 2.014 0.922 -0.185
S 2.693 0.408 -1.502
H 0.990 0.247 1.320
H 0.767 2.124 0.974
C -0.552 -1.241 -0.077
C -1.610 -0.543 0.195
O -1.937 0.504 -0.584
H 0.070 -0.960 -0.966
H -0.147 -2.091 0.438
H -2.153 -0.788 1.053
H -1.302 0.259 -1.416
```

Run x
Formula: C4H6OS
Source: OMol25
Level of theory: ωB97M-V with the def2-TZVPD basis set

## Properties
HOMO (alpha / beta), eV: -7.55 / -8.08
Multiplicity: 1
HOMO-LUMO gap (alpha / beta), eV: 6.704 / 7.697
M, g/mol: 102.16

Geometry as XYZ:
```
12
C4H6OS (ωB97M-V with the def2-TZVPD basis set)
C 1.895 -1.086 0.259
C -0.320 1.607 -0.296
C 1.031 -0.621 -0.657
C 0.371 0.585 -0.521
O -1.770 -0.894 -0.290
S -2.651 0.094 0.378
H 2.398 -2.029 0.128
H 2.107 -0.535 1.159
H -1.417 1.386 0.127
H -0.191 2.656 -0.457
H 0.821 -1.179 -1.560
H -2.275 0.016 1.732
```

Run y
Formula: C4H6OS
Source: OMol25
Level of theory: ωB97M-V with the def2-TZVPD basis set

## Properties
HOMO, eV: -9.46
Multiplicity: 1
Structure (SMILES): C/C=C\SC=O
HOMO-LUMO gap, eV: 9.672
M, g/mol: 102.16

Geometry as XYZ:
```
12
C4H6OS (ωB97M-V with the def2-TZVPD basis set)
C -1.425 1.051 1.494
C -1.040 0.686 -0.034
C -0.126 -0.133 -0.392
S 1.467 -0.851 0.301
C 2.338 -1.374 -1.063
O 1.945 -1.632 -2.259
H -2.109 2.079 1.324
H -0.466 1.174 1.938
H -2.213 0.309 1.822
H -1.934 0.521 -0.855
H 0.055 -0.592 -1.484
H 3.508 -1.239 -0.792
```

Least stable structure: run x

Run w
Formula: C4H6OS
Source: OMol25
Level of theory: ωB97M-V with the def2-TZVPD basis set

## Properties
HOMO, eV: -9.20
Multiplicity: 1
Structure (SMILES): O=C[C@@H]1CCS1
HOMO-LUMO gap, eV: 9.636
M, g/mol: 102.16

Geometry as XYZ:
```
12
C4H6OS (ωB97M-V with the def2-TZVPD basis set)
O -2.472 -0.319 -0.470
C -1.512 -0.909 0.025
C -0.273 -0.439 0.714
C 0.327 1.016 0.387
C 1.072 0.354 -0.808
S 1.248 -1.229 -0.063
H -1.263 -2.100 -0.173
H -0.337 -0.613 1.811
H -0.277 1.984 0.230
H 1.024 1.229 1.294
H 0.430 0.298 -1.835
H 2.035 0.728 -1.111
```

Run x
Formula: C4H6OS
Source: OMol25
Level of theory: ωB97M-V with the def2-TZVPD basis set

## Properties
HOMO, eV: -8.97
Multiplicity: 1
Structure (SMILES): C1O[C@H]1[C@H]1CS1
HOMO-LUMO gap, eV: 9.943
M, g/mol: 102.16

Geometry as XYZ:
```
12
C4H6OS (ωB97M-V with the def2-TZVPD basis set)
C -1.368 0.167 1.167
O -1.399 0.695 -0.178
C -0.778 -0.521 -0.017
C 0.711 -0.518 -0.102
C 1.378 0.462 -1.069
S 1.827 0.656 0.667
H -2.268 -0.135 1.684
H -0.831 0.767 1.769
H -1.342 -1.282 -0.511
H 1.117 -1.531 -0.124
H 0.759 1.209 -1.567
H 2.193 0.030 -1.719
```

Least stable structure: run x